Entry from the Open Molecules 2025 dataset: a 7-piece molecular cluster, C43H55Cl2F18NO16S overall (ωB97M-V/def2-TZVPD).

Properties
**Maximum force**: 0.0159 Eh/bohr
**SMILES string**: CC(=O)OCCCC[C@@](CCCS)(OC(=O)c1cccnc1)/C(Cl)=C(/C)Cl.CCOC(=O)C(F)(F)F.CCOC(=O)C(F)(F)F.CCOC(=O)C(F)(F)F.CCOC(=O)C(F)(F)F.CCOC(=O)C(F)(F)F.CCOC(=O)C(F)(F)F
**Lowest unoccupied orbital energy**: 0.247 eV
**DFT total energy**: -164530.6842 eV
**Spin multiplicity**: 1
**Charge**: 0

```
136
Properties=species:S:1:pos:R:3:forces:R:3:lowdin_charge:R:1
Cl 3.697 0.419 -3.108 0.03 0.00 0.25 0.8141
Cl 4.010 1.289 -7.264 0.02 -0.01 -0.09 0.7474
S 1.647 -5.583 -6.549 -0.10 -0.02 0.12 0.7063
F -9.997 -3.924 7.575 -0.06 -0.01 0.01 0.1765
F -6.936 4.804 4.262 0.01 -0.01 -0.04 0.1528
F -3.808 -0.856 3.459 0.04 -0.12 -0.06 0.1544
F 2.469 5.985 -3.511 0.02 0.04 -0.04 0.1702
F -9.849 -3.908 5.417 -0.06 -0.01 0.00 0.1714
F -13.947 8.998 3.458 -0.06 0.01 0.00 0.1761
F -14.218 6.851 3.372 -0.05 -0.02 0.01 0.1667
F 11.577 -0.299 -0.256 0.06 -0.01 -0.02 0.1769
F -5.652 5.027 5.994 0.02 0.03 -0.02 0.1711
F -3.477 1.208 2.950 0.08 0.09 -0.12 0.1764
F 0.445 6.754 -3.544 0.00 0.05 -0.03 0.1695
F 10.227 -0.057 -1.932 0.03 0.03 -0.03 0.1601
F 11.135 -1.985 -1.540 0.02 0.00 -0.06 0.1678
F -10.176 -2.054 6.496 -0.05 0.02 -0.01 0.1600
F -4.933 3.983 4.246 -0.02 -0.09 -0.02 0.1810
F -13.548 7.791 5.208 -0.05 0.01 0.02 0.1675
F 1.731 7.147 -1.842 0.02 0.05 -0.02 0.1710
F -4.821 0.010 1.749 0.03 -0.03 -0.04 0.1707
O 8.861 -2.338 -0.146 0.04 -0.06 -0.11 0.1649
O -11.520 8.323 2.532 0.02 0.04 -0.04 0.1723
O -7.545 -2.599 5.495 -0.04 0.02 0.03 0.0385
O -2.557 -1.697 1.268 -0.04 0.03 0.00 0.0380
O -6.305 1.797 5.132 0.16 -0.06 -0.15 0.1669
O 9.111 -0.260 0.699 0.00 0.02 -0.07 0.0369
O 1.214 3.849 -2.482 0.15 -0.02 -0.20 0.1583
O 8.394 -4.664 -5.166 0.02 0.14 0.16 0.1327
O 4.128 -2.148 -4.178 -0.05 -0.42 -0.22 -0.0315
O 0.039 5.216 -1.136 0.03 0.00 -0.11 0.0400
O -11.437 6.668 4.067 -0.05 -0.01 -0.01 0.0340
O -7.433 -3.140 7.685 0.02 -0.01 0.05 0.1675
O -1.730 0.393 1.069 0.07 0.13 -0.02 0.1628
O 7.508 -3.138 -3.783 0.11 -0.01 0.06 -0.0565
O -7.422 3.157 6.540 -0.01 0.02 -0.05 0.0330
O 1.963 -2.094 -3.543 -0.31 -0.04 -0.06 0.1032
N 2.082 -6.121 -2.534 0.00 -0.04 -0.03 0.0764
C 4.030 -1.244 -5.316 0.24 0.28 0.21 -0.4202
C 8.353 -1.202 2.820 0.18 -0.06 -0.06 -0.0577
C 9.415 -1.280 -0.082 -0.03 0.09 0.13 -0.4037
C -7.226 1.342 8.165 0.16 0.09 -0.05 -0.0533
C 1.401 6.238 -2.762 0.00 -0.12 0.06 -0.5504
C 8.315 -4.218 -4.057 -0.02 -0.02 -0.22 -0.5231
C -0.539 4.051 -0.495 -0.25 -0.26 0.22 -0.1845
C 3.800 1.316 -5.536 -0.07 -0.11 0.12 -0.7019
C -6.574 2.877 5.565 -0.14 0.01 0.14 -0.4031
C 2.989 -3.121 -6.728 0.12 0.39 0.48 -0.2345
C 0.402 3.463 0.530 0.19 0.07 0.01 -0.0520
C -2.508 -0.401 1.507 0.00 -0.13 -0.02 -0.4051
C -9.096 7.284 4.391 -0.15 0.21 0.09 -0.0561
C 4.470 -6.034 -2.745 0.03 -0.03 0.04 -0.0415
C -1.554 -2.215 0.359 0.19 -0.18 -0.23 -0.1823
C -5.996 4.196 5.007 0.03 0.02 0.07 -0.5440
C 8.127 -1.872 -4.078 -0.06 0.03 -0.17 -0.1610
C 5.377 -1.411 -6.075 -0.10 0.05 0.26 -0.1147
C 3.596 2.686 -4.963 0.05 0.08 0.07 -0.1404
C 3.179 -4.104 -3.230 -0.05 0.07 0.12 -0.1111
C -8.025 -3.004 6.656 -0.01 0.06 -0.06 -0.4097
C -3.671 0.001 2.436 -0.21 0.11 0.30 -0.5439
C -8.097 2.023 7.134 -0.20 -0.22 0.16 -0.1848
C 9.032 -4.785 -2.864 -0.35 -0.33 -0.02 0.0261
C 10.623 -0.899 -0.967 -0.06 -0.07 0.07 -0.5532
C -12.003 7.659 3.399 0.00 -0.06 0.05 -0.4060
C -5.301 -3.539 5.290 -0.19 -0.16 0.06 -0.0530
C 4.421 -4.707 -3.139 -0.03 -0.23 -0.05 0.0141
C 1.634 -3.802 -6.922 0.32 -0.14 -0.34 -0.5483
C -6.133 -2.290 5.464 0.44 0.15 -0.13 -0.1914
C -13.462 7.836 3.875 0.12 0.03 -0.03 -0.5532
C -9.547 -3.239 6.531 0.13 -0.03 0.03 -0.5529
C 3.840 0.192 -4.816 -0.06 0.19 -0.24 -0.5725
C 7.078 -0.781 -4.198 0.26 0.27 -0.14 -0.1476
C -0.243 -2.462 1.070 -0.05 0.09 0.18 -0.0537
C 0.888 4.937 -2.109 -0.12 0.00 0.16 -0.4026
C 2.043 -4.857 -2.928 0.10 0.21 0.02 -0.0982
C 6.559 -0.550 -5.627 0.12 -0.33 0.12 -0.1704
C 7.971 -0.443 1.570 -0.28 0.03 0.21 -0.1875
C 3.284 -6.690 -2.449 0.07 0.06 -0.04 -0.1357
C 2.999 -2.691 -3.657 0.28 0.18 0.14 -0.4592
C 2.867 -1.671 -6.203 -0.33 -0.06 -0.75 -0.1400
C -10.073 6.356 3.706 0.34 -0.17 -0.07 -0.1904
H -9.229 8.312 4.057 0.00 -0.02 -0.06 0.0810
H 2.358 -5.951 -7.618 0.08 -0.05 -0.07 -0.1480
H -8.991 2.442 7.589 0.04 0.10 -0.01 0.1267
H -1.978 -3.142 -0.018 -0.08 0.00 0.08 0.1267
H -9.929 5.328 4.030 -0.09 0.01 0.06 0.1213
H -0.390 -3.126 1.921 0.01 -0.05 -0.04 0.0841
H -8.403 1.336 6.347 0.08 0.03 -0.06 0.1236
H -4.250 -3.271 5.189 0.00 0.03 -0.02 0.0796
H 0.465 -2.924 0.382 0.00 -0.01 -0.03 0.0809
H 0.878 -3.368 -6.270 -0.05 -0.03 0.03 0.0672
H 7.499 -1.257 3.494 -0.02 0.01 0.00 0.0838
H -6.337 0.911 7.704 -0.03 -0.04 -0.02 0.0735
H -6.005 -1.619 4.619 -0.17 -0.01 -0.03 0.1128
H 6.354 0.510 -5.773 -0.17 -0.02 0.01 0.0907
H 10.041 -4.380 -2.800 0.00 0.11 -0.02 0.0901
H 4.408 2.938 -4.278 0.00 -0.03 0.03 0.0809
H 2.841 -1.000 -7.061 0.04 0.09 0.08 0.0876
H 1.918 -1.524 -5.691 0.13 -0.02 0.10 0.1121
H -1.459 4.404 -0.036 0.06 0.15 -0.01 0.1269
H -8.077 6.978 4.167 0.02 -0.01 -0.01 0.0661
H 3.572 3.442 -5.742 -0.06 -0.05 -0.07 0.0644
H 1.070 -4.391 -3.020 -0.06 -0.01 0.03 0.1206
H 6.273 -0.961 -3.488 -0.06 -0.07 0.07 0.0974
H -7.784 0.542 8.651 -0.02 -0.01 0.00 0.0843
H -9.240 7.258 5.471 0.04 -0.06 0.00 0.0873
H 3.547 -3.092 -7.663 0.02 -0.24 -0.05 0.1159
H 0.678 4.210 1.275 -0.07 0.00 0.02 0.0843
H 5.413 -6.558 -2.670 0.00 0.00 0.01 0.1036
H 1.314 3.102 0.058 -0.04 -0.04 -0.03 0.0779
H 5.648 -2.464 -5.981 -0.02 -0.04 -0.08 0.1306
H -5.409 -4.207 6.144 0.04 0.04 0.04 0.0793
H 7.388 -0.785 -6.302 -0.04 0.08 -0.10 0.1166
H 8.670 -2.216 2.581 -0.06 -0.01 -0.01 0.0785
H 7.572 0.141 -3.876 -0.05 0.02 0.02 0.1171
H -1.437 -1.526 -0.476 -0.02 0.09 0.06 0.1265
H -0.798 3.321 -1.260 0.06 0.02 -0.05 0.1252
H 2.670 2.724 -4.390 -0.01 0.07 0.01 0.0605
H 5.315 -4.157 -3.381 0.15 0.12 -0.04 0.1050
H 8.497 -4.567 -1.944 0.07 0.10 0.03 0.0793
H -5.612 -4.081 4.396 0.05 0.05 -0.05 0.0864
H -6.903 2.054 8.923 -0.05 -0.01 0.03 0.0844
H 8.688 -1.970 -5.012 -0.04 0.02 -0.05 0.1306
H 0.187 -1.530 1.433 0.01 0.02 -0.06 0.0781
H -9.970 6.390 2.623 -0.09 0.09 -0.01 0.1273
H 5.179 -1.203 -7.126 0.05 -0.07 0.00 0.1001
H 7.176 -0.944 1.019 0.07 -0.06 -0.06 0.1256
H 9.173 -0.700 3.334 -0.04 0.04 0.03 0.0845
H 7.641 0.566 1.806 0.09 0.04 -0.04 0.1262
H 9.100 -5.861 -3.015 0.16 -0.02 0.07 0.0880
H 3.584 -3.706 -6.025 -0.03 -0.09 -0.02 0.0890
H 3.299 -7.726 -2.131 -0.01 -0.03 0.01 0.1050
H -0.081 2.625 1.032 -0.05 0.00 -0.01 0.0693
H 8.847 -1.627 -3.296 -0.08 -0.13 0.17 0.1024
H -5.860 -1.747 6.368 -0.11 -0.06 0.08 0.1225
H 1.310 -3.703 -7.956 -0.25 0.18 0.09 0.0675
```
Forces are in eV/Å.

---

Entry from the Open Molecules 2025 dataset: C43H55IrN11O3P as an isolated structure (ωB97M-V/def2-TZVPD).

Properties
**Maximum force**: 0.0378 Eh/bohr
**Lowest unoccupied orbital energy (alpha / beta)**: -1.283 / -3.891 eV
**DFT total energy**: -80134.7029 eV
**Spin multiplicity**: 6
**Charge**: +1

```
114
Properties=species:S:1:pos:R:3:forces:R:3:mulliken_spin:R:1
Ir -0.608 0.095 0.663 -0.08 -0.60 0.41 2.2723
P -3.621 -0.365 2.928 0.47 0.40 -0.65 0.2276
O 4.230 0.510 -0.200 -0.19 0.03 -0.10 0.0012
O -0.556 4.039 -3.227 -0.30 -0.53 -0.68 0.0025
O 0.215 0.999 -4.757 -0.75 0.06 -0.01 -0.0005
N -5.085 -0.211 0.454 0.11 0.45 0.33 0.0055
N -2.295 -2.748 3.592 0.16 -0.33 0.03 0.0144
N 1.266 0.247 -0.750 -0.41 0.63 -0.67 0.1686
N -2.642 2.048 4.025 0.57 0.11 0.19 0.0811
N -2.923 -0.507 0.111 -0.27 0.84 -0.31 0.2565
N 2.237 0.593 -2.840 -0.13 -0.03 -0.86 0.0021
N 0.355 -2.232 -1.214 0.11 0.29 -0.15 0.1427
N 1.362 -0.329 2.145 0.12 -0.04 0.13 0.2003
N -1.239 1.078 2.582 0.24 0.27 0.27 0.3920
N 0.550 1.969 -2.122 0.08 0.25 -0.27 0.0528
N -1.261 -1.701 1.969 -0.04 0.41 0.05 0.3182
C -1.439 2.772 4.052 -0.31 -0.98 -0.95 0.1008
C -2.261 2.574 0.216 -0.54 0.55 0.24 -0.0998
C 3.769 -3.067 -0.030 0.40 0.49 0.29 0.0144
C -3.871 -0.412 1.036 -0.23 -0.20 0.72 0.0755
C -2.353 -1.713 2.739 -0.09 0.55 -0.12 -0.0493
C 3.662 1.665 0.398 -0.35 0.67 -0.98 -0.0115
C -1.554 -2.925 -2.496 0.27 0.32 0.53 -0.0093
C -2.458 0.956 3.181 -0.48 -0.19 0.06 0.3279
C 2.473 1.153 -4.132 -0.06 0.16 0.36 0.0026
C -1.111 -3.396 3.367 0.02 -0.87 0.42 0.0047
C 3.522 -0.661 -0.216 -0.01 -0.73 0.02 0.0163
C 1.323 0.912 -1.904 0.26 -0.50 1.57 -0.0019
C 1.478 1.356 -5.095 -0.06 -0.42 0.03 0.0002
C -2.884 3.624 -0.424 0.08 -0.40 -0.36 -0.0205
C 0.068 5.301 -3.154 0.46 0.44 -0.37 -0.0018
C -3.820 2.285 4.814 -0.18 -0.22 -0.24 0.0481
C 3.095 -0.749 4.088 -0.21 -0.08 -0.62 0.0031
C 2.473 -3.228 -0.436 -1.03 -0.24 -0.43 -0.0082
C -0.627 2.170 3.135 -0.27 0.43 0.50 -0.0718
C 3.243 0.575 4.835 0.21 0.17 -1.14 -0.0040
C 4.124 1.934 -5.699 0.59 -0.08 -0.45 -0.0006
C 1.673 -2.132 -0.771 0.00 0.09 0.40 0.0471
C -6.334 0.153 1.113 -0.06 0.23 -0.34 0.0409
C -0.852 1.593 -5.517 0.38 0.25 -0.37 -0.0013
C -0.216 -3.400 -1.918 -0.63 -0.21 0.61 0.0170
C -3.541 -0.252 -1.088 -0.61 -0.20 -0.20 -0.0052
C -0.548 -4.489 -0.879 -0.28 -0.48 -0.95 -0.0049
C 2.136 -0.518 2.973 -0.20 -0.08 0.21 -0.0318
C -0.556 2.470 -1.440 -0.57 0.11 0.11 -0.0072
C -1.168 3.570 -2.092 0.72 -0.56 0.21 -0.0228
C 4.425 -1.202 3.451 -0.30 0.11 0.24 -0.0009
C -4.894 -0.097 -0.892 1.92 -0.29 0.10 0.0081
C 1.827 1.811 -6.354 0.43 0.10 -0.36 -0.0015
C 0.674 -3.960 -3.025 -0.20 0.65 -0.34 0.0020
C 4.294 -1.793 0.065 0.44 0.24 -0.06 -0.0077
C 3.154 2.109 -6.671 -0.82 -0.18 0.82 0.0008
C 2.166 -0.822 -0.568 0.79 -0.23 -0.23 -0.0111
C -1.122 1.946 -0.270 0.80 -0.56 -0.67 0.3748
C -2.343 4.074 -1.634 -0.67 1.07 0.45 0.0427
C 2.528 -1.817 5.017 -0.31 -0.63 0.12 -0.0016
C -3.262 -3.083 4.619 -0.49 0.21 -0.15 0.0337
C -0.483 -2.752 2.369 0.15 0.28 -0.43 0.0089
C 3.785 1.430 -4.458 0.53 0.18 0.33 0.0015
H -3.802 1.778 5.780 0.11 0.04 0.08 -0.0129
H -0.628 2.650 -5.675 0.01 -0.01 -0.09 -0.0001
H 0.448 -2.985 1.895 0.23 -0.02 -0.10 0.0087
H 0.695 2.399 -3.016 -0.13 0.35 -0.28 -0.0083
H -3.077 -4.071 5.000 0.19 -0.43 -0.03 0.0024
H -0.990 1.104 -6.498 0.04 0.05 0.51 0.0001
H 4.369 -3.929 0.230 0.05 -0.01 -0.06 0.0004
H 4.305 -2.090 2.859 -0.28 -0.38 -0.34 0.0003
H -6.279 1.162 1.545 0.06 -0.28 -0.15 -0.0170
H 0.182 -4.813 -3.494 0.10 -0.06 0.08 0.0002
H -6.591 -0.550 1.889 -0.02 -0.23 0.21 0.0022
H 0.053 -1.349 -1.613 0.02 -0.28 -0.09 -0.0185
H 1.085 1.864 -7.136 -0.13 0.14 0.06 0.0000
H 2.908 1.381 1.106 -0.35 0.02 0.48 -0.0001
H 4.843 -0.436 2.811 0.06 0.25 -0.12 0.0000
H 3.249 -1.968 5.819 -0.10 0.16 0.22 0.0003
H 4.563 1.266 -3.701 -0.34 0.08 -0.29 0.0001
H 0.852 -3.208 -3.808 -0.15 -0.09 0.17 0.0000
H 2.456 -2.794 4.525 -0.13 0.20 -0.13 0.0010
H -1.397 -2.102 -3.188 0.00 0.10 -0.27 -0.0006
H 4.470 2.217 0.869 0.08 -0.04 0.12 -0.0001
H 0.714 5.395 -4.034 0.03 -0.22 0.25 0.0002
H -4.287 -3.042 4.239 0.29 -0.01 -0.07 0.0015
H 0.333 -5.051 -0.614 0.24 -0.27 0.24 -0.0006
H 0.343 2.534 2.844 0.14 -0.20 -0.17 0.0052
H -3.806 4.039 -0.030 0.15 0.07 -0.06 0.0051
H 2.281 0.955 5.143 -0.29 0.17 0.16 0.0039
H 3.193 2.336 -0.365 0.31 -0.51 0.46 -0.0016
H 3.353 2.473 -7.656 0.38 0.11 -0.35 0.0001
H -0.835 -4.299 3.874 -0.04 -0.11 0.21 0.0027
H -1.763 1.561 -4.928 0.03 -0.37 0.12 0.0008
H -7.106 0.137 0.338 0.04 0.02 0.27 0.0025
H -1.241 3.648 4.632 -0.30 0.20 0.26 0.0218
H -2.204 -2.564 -1.688 0.12 -0.15 -0.13 0.0022
H 5.147 -1.455 4.208 0.27 0.12 0.53 0.0001
H -3.186 -2.390 5.440 0.04 0.35 0.33 -0.0154
H 3.870 0.425 5.686 0.44 -0.05 0.64 0.0004
H 2.884 -0.127 -2.584 0.18 -0.30 0.27 -0.0015
H 5.169 2.135 -5.918 -0.16 0.04 0.02 0.0000
H -5.673 0.012 -1.590 -0.78 0.24 -0.52 -0.0003
H 3.727 1.288 4.154 -0.16 0.08 0.33 0.0007
H -4.696 1.919 4.271 0.10 -0.07 -0.05 0.0012
H -2.995 -0.210 -2.017 0.00 -0.06 0.02 0.0100
H -2.045 -3.743 -3.002 -0.14 -0.14 -0.22 0.0001
H -2.665 2.225 1.149 -0.26 -0.08 0.15 0.0634
H -1.266 -5.212 -1.316 0.35 0.34 0.21 0.0001
H -2.797 4.905 -2.171 0.03 -0.18 0.04 0.0018
H 1.531 -1.569 5.433 0.63 0.02 -0.23 0.0021
H -3.962 3.349 4.935 0.09 0.29 0.25 -0.0019
H -0.622 6.138 -3.230 -0.35 -0.05 0.31 0.0001
H 0.659 5.365 -2.243 0.12 0.19 0.11 0.0004
H -0.984 -4.063 0.009 -0.18 0.22 0.29 0.0008
H 5.334 -1.634 0.343 -0.20 0.01 -0.05 0.0009
H 1.645 -4.241 -2.650 0.26 -0.32 0.08 -0.0001
H 2.053 -4.213 -0.528 0.08 -0.14 0.02 0.0013
```
Forces are in eV/Å.